50
Properties=species:S:1:pos:R:3:lowdin_charge:R:1 method="wB97M-V/def2-TZVPD" de_lowest_kcal_mol=0.0 e_tot_ha=-2813.9273 homo_ev=-7.61 homo_lumo_gap_ev=5.5 spin_multiplicity=1
Hf -0.76 0.29 -0.39 1.804
Cl 2.90 -2.37 1.61 0.737
C 1.56 -1.82 2.54 -0.581
C 1.39 -2.30 3.85 -0.107
C 0.34 -1.88 4.61 -0.600
Cl 0.16 -2.48 6.23 0.713
C -0.62 -0.98 4.09 -0.160
C -1.76 -0.52 4.78 -0.001
C -2.63 0.32 4.15 -0.024
C -2.37 0.71 2.82 -0.102
N -1.31 0.31 2.15 0.049
C -0.44 -0.52 2.78 -0.147
C 0.67 -0.93 1.99 -0.366
O 0.78 -0.43 0.77 -0.256
H 2.11 -3.00 4.25 0.112
H -1.94 -0.85 5.80 0.099
H -3.52 0.69 4.64 0.113
H -3.08 1.34 2.30 0.109
N 1.78 1.76 -0.58 0.065
N 1.49 3.12 -0.47 0.039
C 0.23 3.51 -0.21 -0.367
N -0.10 4.77 -0.44 0.240
N -0.58 2.57 0.31 0.064
N -1.91 2.78 0.23 -0.386
O -2.45 3.84 0.37 0.137
O -2.52 1.71 0.03 -0.054
H 2.41 1.47 0.17 0.117
H 2.20 1.58 -1.49 0.117
H 2.13 3.80 -0.85 0.168
H 0.47 5.33 -1.06 0.139
H -1.02 5.10 -0.19 0.107
O 2.83 -4.15 -4.80 -0.028
C 2.47 -3.00 -5.11 -0.692
O 2.60 -2.33 -6.14 -0.022
C 1.66 -2.28 -4.00 -0.061
C 1.31 -2.94 -2.83 0.031
C 0.63 -2.27 -1.83 -0.087
N 0.29 -0.98 -1.96 -0.025
C 0.62 -0.33 -3.10 -0.179
C 1.30 -0.94 -4.13 0.082
C 0.26 1.13 -3.11 -0.564
O 0.71 1.91 -3.91 0.106
O -0.51 1.48 -2.10 -0.198
H 1.60 -3.98 -2.72 0.123
H 0.36 -2.74 -0.90 0.114
H 1.56 -0.41 -5.03 0.136
O -3.94 -1.84 -0.77 0.171
N -2.88 -1.30 -0.79 -0.506
O -2.00 -1.46 0.14 -0.113
O -2.50 -0.49 -1.68 -0.062


83
Properties=species:S:1:pos:R:3:lowdin_charge:R:1 method="wB97M-V/def2-TZVPD" total_charge=-1 de_lowest_kcal_mol=0.0 e_tot_ha=-22604.1459 homo_ev=-6.48 homo_lumo_gap_ev=7.9 spin_multiplicity=1
C -2.64 1.90 3.72 0.018
C -3.82 0.97 3.84 -0.570
O -4.92 1.34 4.04 0.132
O -3.56 -0.36 3.77 -0.003
C -2.57 -0.84 2.85 -0.182
C -3.00 -0.67 1.40 -0.171
C -1.83 -0.88 0.43 -0.234
C -1.12 0.44 0.14 -0.266
S 0.52 0.27 -0.51 0.457
O 1.10 -0.91 0.09 -0.426
O 1.16 1.54 -0.23 -0.402
N 0.19 0.02 -2.05 -0.359
S 1.15 0.61 -3.17 0.186
O 0.67 0.17 -4.45 -0.386
O 2.55 0.43 -2.84 -0.501
S 0.91 2.71 -3.19 0.536
H -2.93 2.87 4.12 0.092
H -2.38 2.04 2.66 0.082
H -1.75 1.51 4.23 0.087
H -1.59 -0.36 3.03 0.118
H -2.45 -1.89 3.10 0.093
H -3.37 0.36 1.28 0.089
H -3.85 -1.33 1.17 0.106
H -2.19 -1.32 -0.50 0.050
H -1.10 -1.58 0.86 0.083
H -1.68 1.07 -0.53 0.034
H -0.97 0.97 1.09 0.094
H -0.25 2.62 -3.86 -0.179
C -4.84 3.45 -1.47 -2.043
Cl -3.75 4.82 -1.21 0.532
Cl -5.40 3.46 -3.14 0.490
Cl -3.96 1.95 -1.15 0.582
Cl -6.21 3.57 -0.38 0.529
C -5.66 5.39 -6.82 -2.058
Cl -5.40 6.43 -5.42 0.520
Cl -6.93 6.07 -7.84 0.514
Cl -4.17 5.26 -7.75 0.531
Cl -6.15 3.78 -6.28 0.501
C 3.64 1.81 2.83 -2.020
Cl 4.39 3.40 2.70 0.495
Cl 1.90 2.04 3.14 0.518
Cl 3.86 0.90 1.37 0.562
Cl 4.34 0.94 4.21 0.476
C 5.65 -1.62 -2.03 -2.019
Cl 5.62 -3.37 -2.27 0.499
Cl 5.34 -0.81 -3.56 0.539
Cl 4.41 -1.13 -0.90 0.541
Cl 7.24 -1.15 -1.41 0.509
C -3.31 -3.85 -2.18 -2.032
Cl -2.29 -4.37 -0.82 0.515
Cl -4.28 -2.47 -1.67 0.556
Cl -2.28 -3.39 -3.53 0.552
Cl -4.37 -5.18 -2.66 0.503
C 3.68 -0.37 8.19 -2.058
Cl 4.92 -0.66 6.97 0.503
Cl 4.36 0.58 9.51 0.515
Cl 2.33 0.50 7.47 0.522
Cl 3.11 -1.92 8.82 0.520
C 2.28 -4.89 -3.29 -2.045
Cl 1.90 -3.48 -2.32 0.541
Cl 2.94 -4.38 -4.85 0.528
Cl 3.47 -5.90 -2.45 0.490
Cl 0.81 -5.85 -3.56 0.505
C -3.89 -9.33 -1.09 -2.060
Cl -3.43 -7.69 -0.63 0.502
Cl -4.32 -9.35 -2.81 0.513
Cl -2.53 -10.43 -0.82 0.520
Cl -5.28 -9.86 -0.14 0.515
C 3.25 7.39 3.02 -2.059
Cl 3.53 9.08 2.56 0.513
Cl 4.79 6.56 3.18 0.495
Cl 2.39 7.34 4.57 0.516
Cl 2.28 6.60 1.78 0.537
C 1.12 -3.80 2.60 -2.035
Cl 1.54 -2.32 3.47 0.536
Cl 1.63 -3.69 0.93 0.557
Cl 1.91 -5.18 3.39 0.508
Cl -0.64 -4.04 2.67 0.523
C 5.94 3.61 -3.77 -2.049
Cl 4.71 2.40 -3.52 0.556
Cl 5.34 4.89 -4.84 0.505
Cl 6.40 4.33 -2.22 0.509
Cl 7.37 2.88 -4.52 0.499


48
Properties=species:S:1:pos:R:3:lowdin_charge:R:1 method="wB97M-V/def2-TZVPD" total_charge=-1 de_lowest_kcal_mol=55.6 e_tot_ha=-2860.8326 homo_ev=-5.07 homo_lumo_gap_ev=6.7 spin_multiplicity=1
Pt -0.60 -0.07 -0.16 1.153
C -5.11 -0.01 -0.61 -0.063
O -5.48 0.34 0.72 -0.084
C -4.63 0.09 1.77 -0.195
C -5.28 -0.04 2.99 -0.018
C -4.58 -0.23 4.18 -0.114
C -3.21 -0.26 4.14 -0.074
C -2.52 -0.10 2.93 -0.151
C -1.10 -0.12 2.98 -0.063
N -0.26 0.05 2.02 -0.069
N 1.05 0.04 2.37 0.042
C 1.87 -0.12 1.37 -0.476
O 1.52 -0.34 0.17 -0.149
C 3.32 -0.07 1.71 -0.139
C 4.27 -0.07 0.69 -0.020
C 5.62 -0.02 0.99 -0.090
C 6.04 0.03 2.31 -0.106
C 5.10 0.03 3.33 -0.095
C 3.75 -0.02 3.03 -0.036
C -3.20 0.08 1.70 -0.274
O -2.59 0.30 0.59 -0.200
H -6.00 0.20 -1.21 0.094
H -4.87 -1.07 -0.68 0.082
H -4.27 0.56 -0.97 0.045
H -6.36 0.02 2.97 0.115
H -5.12 -0.34 5.11 0.092
H -2.64 -0.39 5.05 0.103
H -0.65 -0.29 3.96 0.131
H 3.92 -0.12 -0.33 0.117
H 6.35 -0.01 0.19 0.097
H 7.10 0.07 2.55 0.094
H 5.43 0.07 4.37 0.095
H 3.00 -0.02 3.81 0.100
F -1.79 3.87 -2.30 0.130
C -2.26 2.72 -1.80 -0.671
F -3.55 2.64 -2.11 0.135
F -2.12 2.76 -0.49 0.140
S -1.29 1.36 -2.63 0.567
O 0.06 1.52 -2.16 -0.318
O -1.51 1.60 -4.02 -0.265
N -2.04 0.04 -2.08 -0.349
S -1.42 -1.32 -2.67 0.557
O -1.85 -1.60 -4.00 -0.264
O -0.03 -1.51 -2.37 -0.310
C -2.31 -2.63 -1.68 -0.668
F -3.62 -2.62 -1.94 0.126
F -1.83 -3.81 -2.10 0.133
F -2.14 -2.57 -0.37 0.117


36
Properties=species:S:1:pos:R:3:lowdin_charge:R:1 method="wB97M-V/def2-TZVPD" total_charge=-1 de_lowest_kcal_mol=0.0 e_tot_ha=-2044.3755 homo_ev="-2.89 / -3.94" homo_lumo_gap_ev="5.0 / 6.0" spin_multiplicity=3
Pd -0.21 0.53 0.51 0.177
I -2.20 -3.95 2.66 0.876
C -3.13 -2.44 1.60 -0.678
C -4.53 -2.41 1.53 -0.251
C -5.20 -1.43 0.85 -0.702
I -7.28 -1.48 0.80 0.860
C -4.47 -0.39 0.21 -0.217
C -5.04 0.67 -0.52 -0.059
C -4.25 1.64 -1.07 -0.057
C -2.85 1.56 -0.87 -0.131
N -2.29 0.59 -0.21 0.002
C -3.06 -0.41 0.32 -0.142
C -2.32 -1.47 0.99 -0.491
O -1.05 -1.47 1.01 -0.233
H -5.09 -3.19 2.03 0.069
H -6.12 0.71 -0.64 0.053
H -4.67 2.46 -1.63 0.100
H -2.19 2.32 -1.27 0.105
Te 2.29 1.12 0.75 -0.092
C 0.44 2.54 3.52 -0.453
Te 0.64 0.44 3.06 0.971
C -1.51 0.68 3.81 -0.341
C -1.37 1.64 4.94 -0.307
C -2.09 1.61 6.12 -0.051
C -1.86 2.55 7.12 -0.109
C -0.88 3.52 6.95 -0.111
C -0.14 3.55 5.78 -0.056
C -0.37 2.62 4.77 -0.307
H -0.07 2.91 2.63 0.040
H 1.42 3.00 3.60 0.044
H -1.99 -0.27 4.07 0.053
H -2.00 1.12 2.94 0.045
H -2.85 0.84 6.27 0.106
H -2.43 2.52 8.04 0.091
H -0.69 4.25 7.73 0.090
H 0.64 4.28 5.65 0.106